C28H44BeBrN3P2S as an isolated structure. Source: OMol25; level of theory: ωB97M-V/def2-TZVPD.

Values from the calculation:
Energy: -134056.5423 eV
Charge: +2

Structure (XYZ):
```
80
C28H44BeBrN3P2S, DFT ωB97M-V/def2-TZVPD
C -2.7327 2.2006 -0.9910
C -2.8594 1.3111 0.1104
H -0.1905 7.4701 -2.6224
C 2.7421 -1.3440 -0.5976
H 3.6627 -3.3841 1.8351
C -0.4778 0.6704 -0.1504
H 3.3888 -2.2159 -0.4218
H -1.0445 -1.3770 5.4971
C -0.8156 -0.3199 5.6813
H -0.3943 -4.6050 -2.1410
H 4.9882 -1.8083 2.3977
H -3.7951 1.1968 0.6405
H -1.0700 4.3320 -5.4134
H 0.4690 0.4856 7.2242
H 1.2251 -4.3697 -1.4457
H 4.3937 -0.0843 -1.2272
C -0.3255 -3.0889 -0.6142
C 3.3732 -0.3229 -1.5267
C -1.4408 2.5482 -1.3936
C 5.0255 -1.0837 1.5697
N 1.2941 0.5465 5.2681
N -0.6825 0.4221 4.4372
C 0.1538 -4.4098 -1.2101
H -2.5888 -3.5081 1.1507
H -1.6203 0.1095 6.2952
C 0.5515 -0.1265 6.3209
H -0.6204 9.0874 -4.4538
C -2.1685 -1.2824 -1.9577
C 0.5652 0.8804 4.1736
H 0.7761 -2.2864 2.0389
H -1.4537 6.0688 -7.1312
C -0.6857 5.7106 -3.7979
P -2.0514 -2.8459 -1.0620
H -1.1867 -0.7916 -1.9778
C -1.7958 0.5103 0.5169
H 5.9812 -0.5364 1.6465
H -3.3108 -1.9719 0.7122
P 2.1962 -0.6089 1.0055
N -1.0691 7.6396 -5.8512
H -0.0156 -5.2444 -0.5154
Br -2.0908 -0.7065 1.9251
H 2.2574 0.8686 5.4066
C -0.9687 5.3710 -5.1334
Be 1.0197 1.5249 0.3487
H -4.9721 -3.8314 1.0642
H 3.4097 -0.7305 -2.5385
C -0.6696 4.6620 -2.7331
H -1.4128 0.4064 3.7090
H -4.3701 -4.5785 -0.4151
C -0.9933 3.6892 -2.0954
H 2.1608 -4.0862 1.1808
H -0.2184 -3.0531 0.4756
H 2.4304 -4.0500 2.9133
C -0.3056 1.7986 -1.0069
C -1.1779 6.3455 -6.1074
H -2.9680 -0.4522 -3.8046
H 2.0183 -1.7496 3.1673
H 3.7082 0.2939 2.6608
H -0.0358 -0.2630 -0.5369
C 1.8636 -2.1323 2.1420
H 5.0591 -1.6414 0.6204
C 2.5827 -3.4774 1.9879
H 0.2203 -2.2343 -1.0111
C -3.1125 -2.9839 0.3600
H 0.6181 2.0002 -1.6309
H -3.6468 2.5872 -1.4523
H -3.4513 -2.1623 -3.4691
H 1.0029 -1.0839 6.5934
S 1.0390 1.8152 2.8069
H -1.7710 -1.7757 -4.0463
H 4.1154 0.8111 1.0170
C -2.6239 -1.4361 -3.4261
H -5.1135 -2.9613 -0.4611
C -0.4905 7.0874 -3.5891
H 2.8029 0.6058 -1.5765
H 1.8437 -1.7491 -1.0762
C 3.8562 -0.0722 1.6287
C -0.7186 8.0082 -4.6258
C -4.4613 -3.6296 0.1142
H -2.8268 -0.6088 -1.4058
```

Here are the Mulliken charges for atoms 1 to 2, given in e: C -0.45; C -0.77


C28H44BrN3P2Pt as an isolated structure. Source: OMol25; level of theory: ωB97M-V/def2-TZVPD.

Values from the calculation:
Energy: -126033.7638 eV
⟨S²⟩: 6.08
Charge: +4
Multiplicity: 5

Structure (XYZ):
```
79
C28H44BrN3P2Pt, DFT ωB97M-V/def2-TZVPD
H -1.0052 -1.2558 4.2121
C 2.2744 -0.9393 3.7862
C -1.8261 2.6156 0.2573
H 2.1532 0.1635 3.9173
H -2.1252 -2.7806 -2.9728
H 1.7017 3.6898 -1.9655
C 4.2332 -1.5209 -2.6459
H -5.4538 -2.2427 -2.0689
H 0.3598 0.3373 4.7676
H -1.4345 0.3352 4.4169
Br -3.1383 -3.4911 0.7910
H 1.5378 -1.4722 4.3968
C -0.7812 -1.7545 2.0955
C -1.4567 -2.9143 -2.1064
H 3.3036 -1.1856 4.1109
H -1.5731 3.7509 -3.7184
H -0.5650 1.8763 4.7094
C 0.9806 3.5030 0.0824
H -4.0294 -2.8421 -2.9516
N -3.8802 -0.8540 -2.1769
C 0.6921 -2.4796 -1.1165
H 1.0062 5.2048 -1.3216
H 1.3517 -3.6500 0.6266
C 2.0181 -1.3225 2.3233
C -2.0324 4.1034 0.6369
C 0.5546 -3.4785 -0.0992
H 0.3921 1.8762 2.5414
H -1.9099 2.0063 1.1573
C 1.6397 -1.3890 -0.9000
H -5.1054 0.3262 -0.8262
C 1.5943 4.3111 -1.0639
H -1.4385 4.3518 1.5258
H -3.0952 4.3005 0.8816
H 2.6096 4.6417 -0.7976
H 5.3470 -0.5131 0.4232
H 0.3619 2.3528 -2.8722
C -2.7242 -0.5049 -1.6025
H 5.5980 -2.3078 -4.1999
C 4.1507 -0.9839 -1.3560
C 6.5206 -1.3468 -1.1590
H 0.5781 4.1488 0.8849
C -0.5839 2.4193 -2.3262
H -0.9440 -4.9455 0.6482
C 2.8269 -0.7441 -0.8959
H 1.8665 -2.4247 2.2236
C 5.4694 -1.9314 -3.1475
N -1.8421 -0.0721 -0.9895
H 3.3857 -1.5692 -3.3074
H -4.8740 1.0262 -2.5347
C -0.4570 0.8631 4.2528
H 1.8038 2.9343 0.5527
N 6.5953 -1.8287 -2.4211
H -1.6679 -2.8374 3.7710
C -1.5749 -3.6419 -0.9516
C -4.9758 0.1063 -1.9293
H -1.1845 1.1317 2.2817
Pt 1.2554 0.4392 -0.2972
H -2.6538 2.2762 -0.3934
C -0.1850 0.9660 2.7303
H -0.0935 -1.2590 -2.7208
P 0.5187 -0.4261 1.6393
H 7.4564 -1.2940 -0.6073
P -0.2018 2.2224 -0.5255
H -1.7374 -1.4513 1.7017
H -5.9497 -0.3563 -2.2041
C -4.3717 -2.2606 -2.0819
H -2.3029 3.7595 -2.1042
C -0.8207 -2.1244 3.5557
C 5.3127 -0.8937 -0.5828
H 0.1339 -2.6402 3.8558
H -0.4473 -2.6470 1.5919
H -4.0563 -2.7072 -1.1003
C -1.3520 3.7084 -2.6391
H -0.7636 4.5923 -2.3919
H -1.1729 1.5347 -2.6162
H 2.9057 -1.0752 1.6891
C -0.6570 -4.2070 -0.1121
H -1.7539 4.7864 -0.1764
C -0.2914 -2.0954 -2.0608
```

Here are the Mulliken charges for atoms 1 to 2, given in e: H 0.16; C -1.39


C28H44Cl3IrN4O3SeSi as an isolated structure. Source: OMol25; level of theory: ωB97M-V/def2-TZVPD.

Values from the calculation:
Energy: -155479.0282 eV
⟨S²⟩: 6.02
Charge: 0
Multiplicity: 5

Structure (XYZ):
```
85
C28H44Cl3IrN4O3SeSi, DFT ωB97M-V/def2-TZVPD
C 2.6982 -1.8082 4.7525
C 4.5455 -3.8395 4.6599
C 1.3182 3.5154 0.5644
H -1.5451 2.6822 -1.0685
H -4.1230 -0.1025 1.0135
C -0.6850 4.2968 -5.3101
H -0.8675 6.5749 -3.7311
N 0.1148 -5.5024 1.6856
C -1.6256 -0.4213 1.9830
C -1.7670 6.2545 -3.1979
H -3.6506 2.8850 -3.7076
H 0.0652 -7.5304 1.2673
O -1.1320 1.7405 -3.2035
H -0.1660 -0.2658 -4.5370
C -3.4261 0.7112 0.7635
H 1.5952 -2.9251 6.2173
C 4.2625 -0.6296 1.6706
Cl 1.2781 -0.4406 -0.7817
C 3.4483 -3.9117 5.5366
C 1.7448 2.4745 -1.5742
H -3.0163 0.5536 -0.2445
O 0.0477 -3.2706 2.0748
Ir 0.5866 -1.9546 0.5946
N 3.4619 -0.8444 2.8694
C -3.5576 2.1166 -4.4843
H 1.7193 -6.8769 1.7304
C -1.1570 -5.6340 2.3817
Cl 2.5723 -2.9641 -0.2293
H -0.4166 5.3205 -5.6405
C -0.1317 2.7627 -3.2866
H -4.5484 1.7031 -4.7168
Cl -0.7409 -3.0597 -1.0136
C 2.1824 -0.4317 3.0354
C -0.7669 4.0591 -3.8203
H -3.8108 0.0976 -1.9941
C -0.0476 3.4757 0.3108
H -0.9611 -5.6507 3.4664
H -1.6889 4.1047 -5.7468
H -1.2007 0.1936 -5.9279
H -2.3168 -0.8483 -1.9843
C 0.7210 -4.3294 1.7935
H 1.0142 -6.5720 0.0881
H -3.1631 2.6646 -5.3375
C -1.5658 4.7973 -3.0252
H -1.3878 -0.5929 3.0624
N 1.7358 -0.9495 4.2153
H -1.7567 6.7622 -2.2225
C 3.8060 -1.7248 3.9017
H 5.2769 -4.6491 4.6313
C -3.0228 -0.3136 -2.6446
H 5.5762 -2.6247 3.1248
H 3.2341 2.6893 -0.0648
H -3.4976 -1.0785 -3.2791
C 0.7812 -6.7034 1.1594
Si -2.3103 0.8944 -3.9008
H 5.2815 -0.3633 1.9864
O -1.3616 -1.2703 1.0748
H -2.0547 1.5411 3.6823
H 3.8317 0.2014 1.0931
H -1.8118 -4.7909 2.1376
C 4.7477 -2.7393 3.8241
C 2.1948 2.8693 -0.3229
C -0.5052 2.9343 -0.8770
H 0.0394 3.5657 -5.7085
H -2.2263 4.2622 -2.3115
H 0.7652 -0.8903 4.5125
H 0.6421 2.5186 -4.0188
H -2.6592 6.4629 -3.8140
H 3.3490 -4.7791 6.1889
H -3.9264 1.6861 0.8319
H 2.3881 1.9406 -2.2757
H -1.3105 2.4412 2.3293
H 1.8175 -4.2806 1.6721
C 2.4842 -2.8969 5.5867
N -2.3498 0.6972 1.7541
C 0.4193 2.7872 -1.9009
C -1.1976 -0.1928 -4.9096
H 1.6348 4.0384 1.4610
H 4.2841 -1.5234 1.0254
C -2.2039 1.8648 2.6335
H -0.8102 3.8511 0.9739
H -1.6314 -6.5579 2.0569
Se 1.1832 0.4215 1.7648
H -3.0990 2.5053 2.5251
H -1.6486 -1.1838 -4.8544
```

Here are the Mulliken charges for atoms 1 to 2, given in e: C 0.51; C -0.65


> Among the records above, which one has the lowest charge?

C28H44Cl3IrN4O3SeSi


> Look up the charge of the first one.

+2


> Which of these has the highest energy?

C28H44BrN3P2Pt